A 3-piece molecular cluster, C4H12O3 overall, computed with ωB97M-V with the def2-TZVPD basis set.

Results
E_HOMO = -8.428 eV
HOMO-LUMO gap = 9.2 eV
LUMO level = 0.74 eV
structure (SMILES) = C/C=C(/C)O.O.O
E_tot = -385.263456 Eh

The geometry in XYZ format:
```
19
C4H12O3 | OMol25 | ωB97M-V with the def2-TZVPD basis set
C 1.3864 2.9639 -0.5727
C 1.3928 1.4727 -0.8078
C 2.3700 0.6578 -0.3799
C 2.6131 -0.6553 -0.9694
O 3.1996 1.0275 0.6333
H 1.7689 3.3064 0.4153
H 1.9984 3.3472 -1.3883
H 0.3624 3.4169 -0.7005
H 1.0807 1.1375 -1.7890
H 3.4226 -0.9218 -1.6871
H 2.7382 -1.5052 -0.2846
H 1.7615 -0.8792 -1.6317
H 3.0127 1.7382 1.2481
O -2.8945 -2.5889 4.3015
H -2.1806 -3.1009 3.9042
H -2.5183 -2.4353 5.1785
O -6.8868 -2.2064 -1.9631
H -6.2476 -2.8377 -2.3230
H -6.3795 -1.9372 -1.1838
```

natural (NBO) atomic charge list, values in e, 2 entries: -0.641 -0.315